1.
The following is a DFT calculation (ωB97M-V/def2-TZVPD) of a structure of composition C20H27CrNS5 at a distorted geometry.

* total charge: +3
* DFT total energy: -105239.17580 eV
* F_max: 0.0599 hartree/bohr
* HOMO level (spin up / spin down): -17.26 / -17.26 eV
* 2S+1: 2

Last column: natural (NBO) charge in e.
Cartesian coordinates (Å):
H: 4.848 3.889 -0.877  0.26
C: -3.028 -1.703 -2.108  -0.52
H: 1.040 -0.657 1.158  0.41
H: 5.974 -3.373 -0.024  0.26
C: 3.488 2.242 -0.825  -0.14
H: -4.018 1.002 -0.866  0.23
H: -1.852 -2.550 3.053  0.27
C: -3.258 1.662 -1.288  -0.53
C: 3.965 3.475 -0.410  -0.18
H: -3.403 -1.923 -3.108  0.29
C: 1.706 2.401 0.816  -0.24
H: -3.218 -3.731 -1.361  0.29
S: 1.701 0.168 -0.844  1.08
S: -1.646 -2.699 0.131  0.42
H: -3.848 -1.285 -1.521  0.22
H: -3.377 0.911 -3.322  0.29
C: -3.083 -2.562 1.275  -0.53
Cr: -1.280 -0.344 0.055  0.64
C: 3.782 -0.876 0.618  -0.16
H: -3.875 -1.987 0.792  0.22
H: -3.716 1.020 3.128  0.29
C: -2.629 1.100 -2.551  -0.54
C: 3.429 -1.807 -1.607  -0.19
H: -2.074 2.609 2.190  0.27
C: -3.286 0.823 2.145  -0.52
H: -4.040 0.323 1.534  0.23
H: -1.666 -3.382 -2.119  0.27
C: -2.623 -1.940 2.581  -0.54
H: -3.721 2.626 -1.505  0.29
C: 3.098 -0.920 -0.592  -0.28
S: -1.844 -0.298 2.383  0.38
N: 0.607 -0.346 0.287  -0.94
C: 4.479 -2.689 -1.393  -0.18
H: -3.455 -3.571 1.461  0.29
H: -1.893 1.790 -2.966  0.27
H: 5.375 -1.750 1.744  0.25
S: -1.919 1.946 -0.055  0.41
S: -1.691 -0.447 -2.282  0.38
H: -3.447 -1.845 3.288  0.29
H: 3.694 5.134 0.923  0.26
H: -3.627 2.830 1.388  0.29
H: 4.765 -3.374 -2.179  0.26
C: -2.453 -2.964 -1.489  -0.54
C: 4.819 -1.771 0.816  -0.19
C: 3.321 4.171 0.605  -0.15
H: 2.887 -1.804 -2.545  0.24
H: 0.847 1.959 1.299  0.20
H: 1.713 4.168 2.026  0.24
C: 5.161 -2.678 -0.183  -0.13
C: 2.360 1.726 -0.204  -0.26
C: 2.199 3.632 1.221  -0.17
C: -2.805 2.129 1.536  -0.54
H: 3.531 -0.152 1.385  0.23
H: 3.987 1.692 -1.614  0.24

2.
The following is a DFT calculation (ωB97M-V/def2-TZVPD) of a structure of composition C20H27FN3O4S4Yb at a distorted geometry.

* relative energy (zero: lowest compared OMol25 entry of this formula, charge and spin): 0.0851 eV
* DFT total energy: -111428.43756 eV
* F_max: 0.0644 hartree/bohr
* HOMO level (spin up / spin down): -4.51 / -4.51 eV
* 2S+1: 2

Last column: natural (NBO) charge in e.
Cartesian coordinates (Å):
H: 6.248 -5.691 -0.992  0.22
H: 0.215 -8.053 -2.138  0.24
H: -0.402 3.076 1.078  0.22
S: 0.069 0.659 -2.838  -0.50
H: 0.596 -9.872 1.332  0.20
C: 0.782 -8.945 -1.878  -0.24
H: 4.666 -2.126 0.296  0.25
H: -2.603 -0.303 2.523  0.22
H: -1.722 0.682 3.719  0.20
C: 1.200 -6.682 0.559  0.17
S: -1.962 0.860 -2.969  -0.09
H: -3.837 1.785 1.769  0.21
C: 2.599 -1.816 0.404  -0.31
H: -1.586 -10.161 0.279  0.23
N: 1.177 -8.103 0.402  -0.46
H: 5.006 -5.469 1.170  0.20
C: 4.992 -4.669 0.432  -0.20
C: 1.332 -3.910 0.695  -0.08
H: 2.334 -9.579 -0.543  0.19
H: -0.836 -0.317 2.566  0.19
C: 0.097 -4.531 0.715  -0.20
C: -1.716 1.465 1.675  0.25
O: -1.781 0.931 0.372  -0.92
H: 5.310 -4.356 -1.679  0.23
O: 1.702 0.364 0.124  -0.82
H: -0.380 2.737 2.824  0.21
C: 0.124 -8.964 0.936  -0.24
C: 3.701 -2.608 0.414  0.14
O: 0.263 -1.886 0.752  -0.66
H: 0.307 -10.782 -1.034  0.42
H: -2.913 3.183 1.206  0.22
Yb: -0.276 -0.077 -0.305  1.68
C: 5.281 -5.185 -0.969  -0.62
F: -1.175 -6.463 0.575  -0.34
H: -1.493 -8.544 -0.449  0.25
C: -1.719 0.315 2.688  -0.63
C: 0.045 -5.883 0.635  0.31
N: 3.707 -3.960 0.527  -0.36
C: 2.423 -6.051 0.585  -0.30
C: -0.920 -9.385 -0.094  -0.24
H: -2.920 2.771 2.940  0.19
H: 2.537 -7.958 -1.191  0.25
H: -0.806 -3.917 0.703  0.30
S: -1.312 -2.209 -1.688  -0.58
H: 3.317 -6.664 0.557  0.22
S: -2.865 -1.039 -2.326  -0.11
H: 1.218 -9.384 -2.772  0.23
H: 0.470 1.668 1.696  0.21
C: -0.425 2.287 1.828  -0.64
H: 5.756 -3.960 0.734  0.22
C: -2.919 2.359 1.923  -0.61
C: 1.803 -8.651 -0.792  -0.23
C: 1.341 -2.448 0.633  0.52
H: -0.878 -10.235 -2.015  0.44
H: -0.384 -8.485 1.765  0.26
C: 2.796 -0.319 0.188  0.81
O: 3.940 0.089 0.105  -0.64
C: 2.506 -4.650 0.610  0.18
N: -0.206 -9.946 -1.309  -0.50
H: 4.516 -5.887 -1.309  0.20

What is the DFT total energy in the first record?
-105239.17580 eV